(1)
The following is a quantum chemistry calculation of a structure of composition CH2DyO3 in a non-equilibrium geometry, from the Open Molecules 2025 dataset.

Atoms and positions in Å:
H1 1.574 -1.270 0.044
O1 0.123 0.899 1.091
C1 0.415 -0.387 0.982
O2 1.496 -0.879 1.373
O3 0.373 -0.682 -0.299
Dy1 -1.054 0.650 -1.652
H2 -0.683 1.064 1.605

## Properties
- E: -1148.539118 Ha
- HOMO energy (spin up / spin down): -26.1 / -27.7 eV
- Multiplicity: 6
- ΔE to the lowest compared entry with this formula, charge and spin: 79.83 kcal per mole
- Total charge: +3


(2)
The following is a quantum chemistry calculation of a structure of composition Ca7O16P4 in a non-equilibrium geometry, from the Open Molecules 2025 dataset.

Atoms and positions in Å:
Ca1 -19.953 -17.298 -15.249
Ca2 -20.594 -10.828 -16.994
Ca3 -22.114 -14.848 -18.024
Ca4 -21.184 -14.743 -12.174
Ca5 -18.612 -13.798 -15.872
Ca6 -24.069 -13.189 -14.534
Ca7 -23.783 -11.799 -17.907
P1 -25.447 -15.481 -16.536
O1 -25.515 -17.002 -16.302
O2 -25.553 -14.709 -15.227
O3 -26.840 -15.057 -17.143
O4 -24.295 -15.100 -17.554
P2 -17.810 -16.950 -17.216
O5 -17.772 -16.408 -18.636
O6 -18.616 -18.137 -16.844
O7 -18.221 -15.878 -16.321
O8 -16.464 -17.468 -16.838
P3 -21.475 -13.790 -15.564
O9 -22.660 -13.089 -16.308
O10 -20.478 -12.713 -15.645
O11 -20.789 -15.081 -16.062
O12 -22.053 -14.131 -14.149
P4 -26.370 -11.507 -15.242
O13 -27.400 -12.072 -16.237
O14 -26.518 -10.088 -14.814
O15 -24.873 -11.515 -15.837
O16 -26.394 -12.352 -13.969

## Properties
- E: -7312.898486 Ha
- HOMO energy (spin up / spin down): -9.6 / -9.6 eV
- Multiplicity: 2
- Total charge: +1


(3)
The following is a quantum chemistry calculation of a cluster of 2 separate species, C2HN3O2 in total in a non-equilibrium geometry, from the Open Molecules 2025 dataset.

Atoms and positions in Å:
C1 -0.409 2.327 0.347
C2 -1.645 -1.249 0.008
N1 0.186 1.443 -0.117
N2 0.907 0.487 -0.570
N3 1.820 0.158 0.205
O1 -0.777 -1.845 0.456
O2 -2.594 -0.742 -0.359
H1 2.511 -0.579 0.030

## Properties
- E: -391.446750 Ha
- HOMO energy: -10.6 eV
- ΔE to the lowest compared entry with this formula, charge and spin: 96.65 kcal per mole
- Total charge: 0


(4)
The following is a quantum chemistry calculation of a cluster of 13 separate species, C58H49Cl12N9O18 in total in a non-equilibrium geometry, from the Open Molecules 2025 dataset.

Atoms and positions in Å:
C1 -3.059 7.550 3.194
C2 -2.352 7.487 2.019
C3 -1.526 6.394 1.818
C4 -1.376 5.398 2.745
C5 -2.094 5.440 3.917
C6 -2.928 6.524 4.139
N1 -0.297 4.359 2.610
O1 -0.063 3.710 3.577
O2 0.204 4.193 1.522
H1 -3.760 8.339 3.395
H2 -2.394 8.219 1.261
H3 -0.842 6.312 0.985
H4 -2.024 4.683 4.667
H5 -3.459 6.567 5.090
C7 -0.583 -4.541 4.757
C8 0.217 -3.897 3.807
C9 0.063 -4.131 2.460
C10 -1.078 -4.863 2.075
C11 -1.899 -5.533 3.004
C12 -1.643 -5.298 4.360
N2 -1.255 -5.110 0.640
O3 -0.449 -4.666 -0.151
O4 -2.207 -5.795 0.356
H6 -0.394 -4.336 5.809
H7 1.040 -3.254 4.179
H8 0.682 -3.739 1.662
H9 -2.747 -6.070 2.666
H10 -2.280 -5.786 5.131
C13 -4.126 -4.124 -2.724
C14 -4.056 -4.266 -4.105
C15 -3.009 -3.718 -4.880
C16 -1.971 -3.064 -4.185
C17 -2.016 -2.908 -2.800
C18 -3.072 -3.433 -2.074
N3 -0.871 -2.491 -4.942
O5 -0.952 -2.434 -6.146
O6 0.085 -2.137 -4.262
H11 -5.061 -4.366 -2.172
H12 -4.891 -4.693 -4.636
H13 -2.930 -3.783 -5.974
H14 -1.181 -2.420 -2.312
H15 -3.162 -3.199 -1.007
C19 -0.848 -0.493 1.143
C20 -0.211 0.711 0.945
C21 0.823 0.829 0.025
C22 1.339 -0.311 -0.612
C23 0.677 -1.533 -0.436
C24 -0.439 -1.587 0.433
N4 2.492 -0.190 -1.585
O7 2.955 -1.222 -2.061
O8 3.023 0.900 -1.688
H16 -1.744 -0.580 1.751
H17 -0.628 1.587 1.375
H18 1.185 1.806 -0.145
H19 0.921 -2.435 -0.992
H20 -1.053 -2.499 0.488
C25 7.458 0.269 -1.649
C26 8.836 0.355 -1.875
C27 9.301 0.996 -3.011
C28 8.391 1.574 -3.901
C29 7.024 1.488 -3.634
C30 6.522 0.871 -2.475
N5 8.781 2.106 -5.232
O9 9.934 2.248 -5.382
O10 7.927 2.472 -6.055
H21 7.159 -0.279 -0.742
H22 9.590 0.006 -1.161
H23 10.341 1.082 -3.195
H24 6.377 1.986 -4.316
H25 5.441 0.783 -2.260
C31 -6.357 6.753 1.673
C32 -5.585 6.799 0.507
C33 -4.757 5.753 0.123
C34 -4.491 4.770 1.099
C35 -5.275 4.695 2.258
C36 -6.205 5.661 2.502
N6 -3.367 3.781 0.847
O11 -3.020 3.064 1.771
O12 -2.684 3.970 -0.135
H26 -7.055 7.563 1.929
H27 -5.883 7.564 -0.199
H28 -4.182 5.786 -0.811
H29 -5.279 3.899 2.956
H30 -6.858 5.626 3.365
C37 -0.654 1.088 -4.003
C38 -0.406 2.025 -2.968
C39 0.752 2.770 -2.972
C40 1.679 2.630 -3.968
C41 1.481 1.713 -4.985
C42 0.289 1.004 -5.056
N7 3.042 3.322 -3.773
O13 4.013 2.956 -4.369
O14 2.999 4.348 -3.114
H31 -1.504 0.438 -3.872
H32 -1.144 2.182 -2.206
H33 0.894 3.446 -2.135
H34 2.191 1.587 -5.799
H35 0.093 0.358 -5.917
C43 3.488 -4.322 -1.953
C44 3.476 -4.307 -0.568
C45 2.852 -5.350 0.135
C46 2.223 -6.347 -0.595
C47 2.269 -6.425 -1.961
C48 2.845 -5.357 -2.660
N8 1.472 -7.417 0.201
O15 1.129 -8.387 -0.376
O16 1.271 -7.218 1.376
H36 4.004 -3.558 -2.532
H37 3.918 -3.503 -0.007
H38 2.819 -5.399 1.221
H39 1.795 -7.282 -2.444
H40 2.835 -5.299 -3.739
C49 -0.264 0.934 4.622
C50 -1.636 0.927 4.431
C51 -2.420 0.049 5.203
C52 -1.758 -0.695 6.196
C53 -0.407 -0.746 6.363
C54 0.347 0.180 5.630
N9 -2.607 -1.716 6.898
O17 -2.146 -2.262 7.888
O18 -3.696 -1.910 6.489
H41 0.385 1.533 4.078
H42 -2.076 1.548 3.632
H43 -3.479 -0.045 5.022
H44 0.094 -1.381 7.098
H45 1.433 0.269 5.758
C55 -4.199 1.029 -1.265
Cl1 -5.643 1.996 -0.928
Cl2 -4.133 0.473 -2.905
Cl3 -4.152 -0.370 -0.089
H46 -3.342 1.615 -1.076
C56 3.334 -1.741 -5.508
Cl4 3.958 -3.376 -5.484
Cl5 2.413 -1.461 -6.988
Cl6 4.700 -0.638 -5.402
H47 2.750 -1.643 -4.607
C57 4.325 3.272 1.667
Cl7 5.816 2.303 1.580
Cl8 3.202 2.636 2.909
Cl9 3.540 3.522 0.151
H48 4.645 4.248 1.987
C58 -4.914 -3.142 2.873
Cl10 -4.700 -4.002 1.354
Cl11 -3.326 -2.360 3.315
Cl12 -5.419 -4.147 4.230
H49 -5.610 -2.333 2.804

## Properties
- E: -9608.131119 Ha
- HOMO energy: -9.5 eV
- ΔE to the lowest compared entry with this formula, charge and spin: 0.00 kcal per mole
- Total charge: 0


(5)
The following is a quantum chemistry calculation of a cluster of 9 separate species, C24H50Cl4N5O10 in total in a non-equilibrium geometry, from the Open Molecules 2025 dataset.

Atoms and positions in Å:
C1 0.192 0.432 -0.207
C2 -0.688 -0.670 0.381
O1 -0.462 -1.204 1.480
O2 -1.663 -1.061 -0.230
H1 1.242 0.140 -0.178
H2 0.003 1.379 0.298
H3 -0.124 0.601 -1.236
C3 -2.061 1.009 -4.347
C4 -1.941 -0.287 -3.514
O3 -1.968 -1.198 -4.521
C5 -2.672 -0.749 -5.538
O4 -3.104 -1.424 -6.438
O5 -2.802 0.572 -5.458
H4 -1.080 1.404 -4.609
H5 -2.677 1.737 -3.820
H6 -2.738 -0.493 -2.800
H7 -1.108 -0.222 -2.813
C6 1.555 3.942 -1.942
C7 1.081 2.890 -2.930
O6 -0.123 2.667 -2.995
N1 2.036 2.177 -3.567
C8 1.873 0.967 -4.383
H8 0.767 3.993 -1.190
H9 1.571 4.942 -2.375
H10 2.469 3.698 -1.401
H11 2.942 2.487 -3.246
H12 2.229 0.077 -3.864
H13 2.232 1.181 -5.390
H14 0.813 0.720 -4.440
C9 -5.864 5.551 -0.613
C10 -4.426 5.186 -0.395
O7 -3.644 5.880 0.271
N2 -3.975 4.107 -1.100
C11 -2.591 3.645 -1.103
H15 -6.539 5.024 0.060
H16 -6.167 5.299 -1.629
H17 -5.948 6.638 -0.633
H18 -4.491 3.588 -1.795
H19 -1.949 4.431 -1.501
H20 -2.539 2.793 -1.781
H21 -2.219 3.262 -0.153
C12 2.331 -6.060 4.035
C13 3.093 -5.337 2.914
O8 4.321 -5.428 2.750
N3 2.314 -4.568 2.155
C14 2.762 -3.550 1.226
H22 1.882 -5.349 4.728
H23 3.181 -6.505 4.552
H24 1.705 -6.821 3.567
H25 1.342 -4.827 2.245
H26 2.025 -2.747 1.246
H27 2.879 -3.936 0.213
H28 3.707 -3.050 1.441
C15 -2.403 1.764 2.301
C16 -3.116 0.793 3.280
O9 -3.518 -0.342 2.876
N4 -3.416 1.241 4.524
C17 -4.161 0.528 5.556
H29 -2.626 2.824 2.420
H30 -2.556 1.460 1.265
H31 -1.327 1.662 2.444
H32 -3.094 2.179 4.713
H33 -4.204 -0.541 5.348
H34 -5.188 0.890 5.563
H35 -3.858 0.608 6.600
C18 1.454 -1.932 4.605
C19 2.213 -0.771 3.979
O10 3.230 -0.387 4.539
N5 1.841 -0.198 2.825
C20 2.425 1.034 2.293
H36 0.517 -2.015 4.054
H37 1.205 -1.707 5.643
H38 2.022 -2.861 4.641
H39 1.029 -0.592 2.372
H40 3.170 1.460 2.965
H41 1.678 1.797 2.075
H42 2.848 0.811 1.313
Cl1 0.380 -6.136 -2.867
C21 0.081 -4.734 -1.789
C22 0.079 -3.374 -2.505
Cl2 1.719 -2.918 -3.094
H43 0.875 -4.720 -1.043
H44 -0.887 -4.792 -1.291
H45 -0.291 -2.538 -1.912
H46 -0.601 -3.381 -3.357
Cl3 4.688 -2.348 -1.200
C23 4.079 -0.695 -1.301
C24 5.239 0.211 -1.150
Cl4 4.785 1.927 -1.071
H47 3.422 -0.584 -0.439
H48 3.587 -0.521 -2.258
H49 5.841 0.040 -2.042
H50 5.858 -0.077 -0.300

## Properties
- E: -3811.569511 Ha
- HOMO energy: -5.3 eV
- Total charge: -1


(6)
The following is a quantum chemistry calculation of the molecule C6H14 in a non-equilibrium geometry, from the Open Molecules 2025 dataset.

Atoms and positions in Å:
C1 -1.134 0.951 -1.578
C2 -0.721 0.907 -0.103
C3 0.263 -0.232 0.370
C4 1.545 0.088 -0.411
C5 0.444 -0.093 1.890
C6 -0.335 -1.607 0.056
H1 -1.551 -0.004 -1.915
H2 -0.305 1.205 -2.249
H3 -1.909 1.712 -1.731
H4 -0.326 1.897 0.181
H5 -1.615 0.747 0.503
H6 1.830 1.151 -0.407
H7 2.375 -0.454 0.032
H8 1.491 -0.195 -1.467
H9 0.897 0.868 2.157
H10 1.078 -0.881 2.319
H11 -0.525 -0.153 2.403
H12 -0.407 -1.800 -1.019
H13 -1.347 -1.682 0.479
H14 0.250 -2.427 0.491

## Properties
- SMILES: CCC(C)(C)C
- E: -237.005838 Ha
- HOMO energy: -10.5 eV
- ΔE to the lowest compared entry with this formula, charge and spin: 3.49 kcal per mole
- Total charge: 0